Formula: C18H36N5O11
Source: the OMol25 dataset
Level of theory: ωB97M-V with the def2-TZVPD basis set

ORCA input file:
```
! wB97M-V def2-TZVPD RIJCOSX def2/J DEFGRID3
* xyz 1 1
O 2.654 3.747 -0.278
O 2.226 -2.296 2.157
O 3.169 4.929 -3.307
O 1.812 -0.385 1.024
O 0.778 -7.725 3.314
O 0.008 -0.976 3.801
O 1.195 -5.603 1.517
O -2.505 -0.528 -0.237
O -2.313 -4.928 2.478
O -2.196 -3.253 -0.674
O -0.532 -2.764 2.600
C 3.172 2.873 -0.962
C 1.451 -1.405 1.847
C 2.291 4.229 -3.785
C -3.161 2.526 1.036
N -3.349 3.715 1.539
N 1.781 4.454 -5.001
N -2.266 2.286 0.102
N 2.650 2.389 -2.099
N -3.886 1.539 1.474
C 4.451 2.220 -0.491
C 2.222 5.533 -5.886
C -0.318 -7.107 2.623
C 0.003 -1.439 2.456
C -1.382 3.250 -0.568
C -1.008 -0.572 1.687
C -0.301 2.532 -1.382
C 0.023 -5.639 2.340
C -1.418 -1.235 0.370
C -1.146 -4.910 1.645
C -1.880 -2.679 0.603
C -0.772 -3.446 1.350
C 0.423 3.570 -2.246
C 1.676 3.067 -2.990
H 2.754 -0.544 0.853
H 0.577 -8.655 3.523
H 0.505 -1.625 4.333
H 1.904 -6.104 1.966
H -2.846 -1.117 -0.948
H -2.149 -4.365 3.259
H -2.512 -4.171 -0.564
H -2.769 4.469 1.217
H -4.031 3.868 2.257
H 1.045 3.850 -5.325
H -2.192 1.318 -0.191
H 3.176 1.633 -2.509
H -3.718 0.621 1.083
H -4.576 1.677 2.187
H 4.779 2.711 0.425
H 4.276 1.165 -0.300
H 5.217 2.343 -1.254
H 3.267 5.381 -6.163
H 1.612 5.562 -6.790
H 2.140 6.492 -5.369
H -0.517 -7.631 1.682
H -1.220 -7.167 3.241
H -1.979 3.874 -1.237
H -0.891 3.889 0.169
H -1.893 -0.443 2.315
H -0.582 0.418 1.502
H -0.752 1.777 -2.028
H 0.393 2.049 -0.694
H 0.240 -5.142 3.292
H -0.557 -1.248 -0.311
H -1.363 -5.427 0.705
H -2.783 -2.672 1.225
H 0.130 -3.451 0.727
H -0.286 3.942 -2.988
H 0.699 4.423 -1.625
H 1.347 2.331 -3.722
*
```

- HOMO (eV) = -11.485
- DFT total energy (hartree) = -1808.7765
- E_LUMO (eV) = -2.337
- Kohn-Sham gap (eV) = 9.15

=====

Formula: ClH2NO2Si
Source: the OMol25 dataset
Level of theory: ωB97M-V with the def2-TZVPD basis set

ORCA input file:
```
! wB97M-V def2-TZVPD RIJCOSX def2/J DEFGRID3
* xyz 0 1
N -4.192 -0.628 -0.730
O -1.816 0.079 0.518
O -4.417 -1.719 -0.378
Si -0.556 0.427 -0.210
Cl -4.610 0.695 0.417
H 0.643 -0.461 -0.311
H -0.723 1.315 -1.314
*
```

- HOMO (eV) = -10.037
- DFT total energy (hartree) = -955.9926
- E_LUMO (eV) = -0.930
- energy above the lowest of the compared OMol25 structures with the same formula, charge and spin (kJ/mol) = 229.5
- SMILES = O=[SiH2].O=NCl
- Kohn-Sham gap (eV) = 9.11

=====

Formula: C51H53FINO19P2S
Source: the OMol25 dataset
Level of theory: ωB97M-V with the def2-TZVPD basis set

ORCA input file:
```
! wB97M-V def2-TZVPD RIJCOSX def2/J DEFGRID3
* xyz 0 1
C 2.626 0.079 -0.865
C 2.784 1.039 -2.175
N 1.662 2.024 -2.153
C 1.628 2.904 -3.352
C 1.837 4.489 -3.030
C 1.882 4.819 -1.462
C 3.261 4.382 -0.753
I 3.222 5.269 1.265
O 2.839 2.651 -4.169
C 2.748 1.949 -5.414
O 3.615 1.795 -6.283
C 1.201 1.471 -5.397
P 0.800 -0.368 -5.293
O 2.304 -1.214 -5.312
O 0.018 -0.851 -3.863
S -0.231 -0.872 -6.890
C 0.483 2.518 -4.431
F 0.289 3.656 -5.342
C -1.006 2.263 -3.929
C -1.662 3.499 -3.125
P -2.774 2.901 -1.738
O -3.175 4.151 -0.910
O -4.212 2.133 -2.186
C -4.468 2.090 -3.610
C -3.946 0.689 -4.268
O -1.779 1.965 -0.686
C -2.112 0.551 -0.742
C -1.439 -0.113 0.586
H 1.544 -0.266 -0.713
H 3.330 -0.809 -1.061
H 3.054 0.608 0.062
H 2.750 0.317 -3.073
H 3.815 1.531 -2.058
H 0.776 1.521 -2.006
H 2.833 4.826 -3.505
H 1.028 5.146 -3.493
H 1.837 5.970 -1.371
H 0.948 4.443 -0.893
H 4.185 4.807 -1.279
H 3.340 3.241 -0.606
H 0.800 1.793 -6.433
H 2.280 -1.805 -4.525
H -0.937 -0.997 -4.090
H -1.095 1.348 -3.237
H -1.652 2.127 -4.877
H -2.258 4.193 -3.831
H -0.870 4.191 -2.646
H -5.617 2.038 -3.724
H -4.146 3.008 -4.200
H -3.394 0.845 -5.254
H -4.860 0.030 -4.511
H -3.273 0.101 -3.548
H -3.229 0.322 -0.662
H -1.617 -0.008 -1.628
H -0.434 0.393 0.825
H -1.332 -1.244 0.434
H -2.222 0.026 1.415
C 7.038 6.548 5.016
C 6.357 6.057 3.980
C 7.028 5.744 2.700
O 6.407 5.298 1.754
C 8.482 5.995 2.614
C 9.163 6.487 3.650
C 8.492 6.799 4.930
O 9.113 7.245 5.876
H 6.562 6.783 5.960
H 5.292 5.866 4.026
H 8.958 5.760 1.670
H 10.228 6.677 3.604
C -7.143 1.207 1.724
C -5.841 1.029 1.499
C -5.091 -0.060 2.160
O -3.899 -0.222 1.955
C -5.838 -0.945 3.077
C -7.140 -0.768 3.302
C -7.891 0.321 2.642
O -9.080 0.482 2.845
H -7.708 1.999 1.249
H -5.277 1.669 0.829
H -5.273 -1.737 3.551
H -7.702 -1.407 3.972
C -3.566 -4.244 3.613
C -2.534 -5.074 3.767
C -2.503 -6.063 4.864
O -1.561 -6.821 5.005
C -3.660 -6.097 5.785
C -4.691 -5.267 5.632
C -4.722 -4.278 4.534
O -5.665 -3.520 4.392
H -3.605 -3.513 2.815
H -1.680 -5.063 3.101
H -3.620 -6.828 6.583
H -5.546 -5.278 6.297
C -4.688 -9.222 2.173
C -4.330 -7.940 2.251
C -4.754 -6.963 1.226
O -4.427 -5.791 1.294
C -5.591 -7.461 0.113
C -5.949 -8.743 0.036
C -5.525 -9.721 1.061
O -5.852 -10.890 0.993
H -4.386 -9.952 2.915
H -3.719 -7.560 3.058
H -5.893 -6.732 -0.628
H -6.560 -9.125 -0.772
C 7.137 7.789 -3.004
C 6.066 7.033 -2.759
C 4.716 7.626 -2.654
O 3.738 6.937 -2.428
C 4.599 9.089 -2.834
C 5.669 9.845 -3.079
C 7.020 9.252 -3.184
O 7.996 9.940 -3.409
H 8.133 7.371 -3.083
H 6.134 5.960 -2.625
H 3.603 9.506 -2.755
H 5.601 10.918 -3.213
C 1.328 -9.697 5.261
C 0.466 -9.097 4.438
C 0.524 -9.314 2.977
O -0.261 -8.766 2.224
C 1.572 -10.222 2.464
C 2.434 -10.822 3.286
C 2.376 -10.605 4.748
O 3.160 -11.154 5.499
H 1.300 -9.550 6.334
H -0.308 -8.430 4.797
H 1.600 -10.370 1.391
H 3.207 -11.489 2.927
*
```

- HOMO (eV) = -8.714
- DFT total energy (hartree) = -4937.7196
- E_LUMO (eV) = -2.072
- SMILES = CCN[C@@]1(CCCI)OC(=O)[C@@H](P(O)(O)=S)[C@@]1(F)CCP(=O)(OCC)OCC.O=C1C=CC(=O)C=C1.O=C1C=CC(=O)C=C1.O=C1C=CC(=O)C=C1.O=C1C=CC(=O)C=C1.O=C1C=CC(=O)C=C1.O=C1C=CC(=O)C=C1
- Kohn-Sham gap (eV) = 6.64

=====

Formula: C2H7N3S
Source: the OMol25 dataset
Level of theory: ωB97M-V with the def2-TZVPD basis set

ORCA input file:
```
! wB97M-V def2-TZVPD RIJCOSX def2/J DEFGRID3
* xyz 0 1
C -0.968 -1.605 0.182
C 0.368 0.372 -0.166
H -1.909 -1.470 0.935
H 0.060 -1.976 0.829
H -1.205 -2.662 -0.770
H -2.197 1.130 1.002
H -2.880 0.232 -0.547
H 1.394 2.154 -0.206
H -0.376 2.272 -0.326
N -0.885 -0.199 -0.259
N -1.954 0.690 -0.088
N 0.507 1.696 0.264
S 1.690 -0.475 -0.027
*
```

- HOMO (eV) = -8.115
- DFT total energy (hartree) = -642.6850
- E_LUMO (eV) = 0.515
- energy above the lowest of the compared OMol25 structures with the same formula, charge and spin (kJ/mol) = 440.1
- Kohn-Sham gap (eV) = 8.63

=====

Formula: C3H4N2O
Source: the OMol25 dataset
Level of theory: ωB97M-V with the def2-TZVPD basis set

ORCA input file:
```
! wB97M-V def2-TZVPD RIJCOSX def2/J DEFGRID3
* xyz 0 1
O -1.286 1.755 -0.747
C -0.545 0.647 -0.455
N 0.211 -0.062 -1.302
N 0.635 -1.129 -0.533
C 0.138 -1.068 0.725
C -0.575 0.087 0.835
H -1.163 2.007 -1.672
H 1.094 -2.008 -0.824
H 0.261 -1.846 1.473
H -0.969 0.523 1.729
*
```

- HOMO (eV) = -8.993
- DFT total energy (hartree) = -301.4429
- E_LUMO (eV) = 1.032
- energy above the lowest of the compared OMol25 structures with the same formula, charge and spin (kJ/mol) = 116.3
- SMILES = Oc1cc[nH]n1
- Kohn-Sham gap (eV) = 10.02

=====

Formula: C5H10O2
Source: the OMol25 dataset
Level of theory: ωB97M-V with the def2-TZVPD basis set

ORCA input file:
```
! wB97M-V def2-TZVPD RIJCOSX def2/J DEFGRID3
* xyz 0 1
C -0.987 1.114 0.489
C -0.573 0.243 1.674
O -0.229 -0.994 1.079
C 0.567 -0.666 -0.049
C 0.574 -1.819 -1.030
C -0.003 0.660 -0.606
O 1.093 1.538 -0.790
H -0.913 2.189 0.684
H 0.749 2.375 -1.124
H -2.017 0.882 0.196
H 0.301 0.680 2.185
H -1.363 0.065 2.407
H 1.593 -0.439 0.284
H 1.203 -1.566 -1.890
H 0.970 -2.725 -0.563
H -0.441 -2.026 -1.385
H -0.521 0.489 -1.562
*
```

- HOMO (eV) = -9.847
- DFT total energy (hartree) = -346.9790
- E_LUMO (eV) = 0.923
- energy above the lowest of the compared OMol25 structures with the same formula, charge and spin (kJ/mol) = 121.8
- SMILES = C[C@@H]1OCC[C@H]1O
- Kohn-Sham gap (eV) = 10.77